No. 1
# C38H39ClN7O16PSSi

A cluster of 6 separate species, C38H39ClN7O16PSSi in total in a non-equilibrium geometry (the ωB97M-V functional and the def2-TZVPD basis, the OMol25 dataset).

HOMO energy: -9.22 eV
Structure (SMILES): O=COCC[Si@](Cl)(CCSc1nnco1)CP(=O)(O)O.O=[N+]([O-])c1ccccc1.O=[N+]([O-])c1ccccc1.O=[N+]([O-])c1ccccc1.O=[N+]([O-])c1ccccc1.O=[N+]([O-])c1ccccc1
Energy: -123743.755 eV

```
! wB97M-V def2-TZVPD RIJCOSX def2/J DEFGRID3
* xyz 0 1
O -2.228 -2.925 3.418
C -1.036 -2.736 3.436
O -0.456 -1.742 4.129
C 0.887 -2.080 4.545
C 1.323 -1.280 5.764
Si 0.065 -0.099 6.519
Cl 1.196 0.956 7.933
C -1.321 -0.903 7.525
C -1.638 -2.361 7.215
S -0.373 -3.462 7.927
C -0.134 -4.613 6.661
N 0.869 -5.386 6.448
N 0.575 -6.089 5.318
C -0.568 -5.711 4.910
O -1.089 -4.770 5.738
C -0.514 1.242 5.322
P -2.053 1.068 4.418
O -2.788 2.332 4.425
O -2.974 -0.149 4.893
O -1.626 0.674 2.929
H -0.367 -3.342 2.810
H 1.559 -1.859 3.723
H 1.005 -3.141 4.731
H 2.141 -0.639 5.448
H 1.737 -1.914 6.537
H -1.047 -0.846 8.573
H -2.220 -0.305 7.423
H -1.810 -2.580 6.170
H -2.555 -2.621 7.728
H -1.103 -6.032 4.046
H 0.301 1.423 4.628
H -0.622 2.148 5.901
H -3.634 0.246 5.476
H -2.414 0.322 2.500
O -3.373 0.949 -4.024
N -3.328 -0.262 -3.940
O -3.528 -1.024 -4.860
C -3.006 -0.842 -2.628
C -2.805 0.002 -1.553
C -2.514 -0.550 -0.317
C -2.432 -1.926 -0.167
C -2.632 -2.758 -1.259
C -2.919 -2.216 -2.502
H -2.871 1.073 -1.670
H -2.358 0.098 0.531
H -2.213 -2.354 0.803
H -2.563 -3.830 -1.140
H -3.073 -2.861 -3.354
O 1.518 3.296 5.695
N 1.498 4.511 5.731
O 1.743 5.178 6.710
C 1.127 5.206 4.490
C 0.796 4.449 3.382
C 0.416 5.093 2.219
C 0.376 6.478 2.171
C 0.723 7.225 3.290
C 1.101 6.588 4.462
H 0.824 3.371 3.420
H 0.145 4.513 1.348
H 0.073 6.973 1.261
H 0.694 8.305 3.250
H 1.366 7.164 5.335
O 2.677 -3.823 -1.012
N 1.598 -4.304 -1.277
O 0.747 -4.582 -0.453
C 1.289 -4.565 -2.691
C 2.238 -4.287 -3.656
C 1.942 -4.552 -4.984
C 0.705 -5.085 -5.326
C -0.241 -5.349 -4.343
C 0.054 -5.090 -3.016
H 3.198 -3.870 -3.389
H 2.679 -4.344 -5.749
H 0.478 -5.295 -6.363
H -1.205 -5.759 -4.611
H -0.677 -5.297 -2.249
O 4.125 -3.781 -7.189
N 4.139 -2.573 -7.040
O 4.201 -2.022 -5.963
C 4.066 -1.733 -8.241
C 3.957 -2.338 -9.479
C 3.868 -1.540 -10.607
C 3.894 -0.158 -10.485
C 4.012 0.432 -9.234
C 4.099 -0.358 -8.100
H 3.938 -3.413 -9.569
H 3.777 -1.998 -11.582
H 3.819 0.463 -11.369
H 4.035 1.509 -9.141
H 4.189 0.097 -7.126
O 0.782 6.797 -1.020
N -0.115 7.211 -1.728
O -0.328 8.382 -1.955
C -1.007 6.217 -2.343
C -0.806 4.877 -2.071
C -1.660 3.943 -2.634
C -2.697 4.357 -3.460
C -2.877 5.707 -3.729
C -2.029 6.648 -3.168
H 0.002 4.557 -1.430
H -1.519 2.891 -2.428
H -3.365 3.625 -3.894
H -3.683 6.028 -4.374
H -2.169 7.698 -3.373
*
```

No. 2
# C3H3NS2

An isolated molecule of C3H3NS2 in a non-equilibrium geometry (the ωB97M-V functional and the def2-TZVPD basis, the OMol25 dataset).

HOMO energy: -8.35 eV
Structure (SMILES): C1=CSSC=N1
Energy above the lowest of the compared OMol25 structures with the same formula, charge and spin: 82.4 kJ/mol
Energy: -26318.433 eV

```
! wB97M-V def2-TZVPD RIJCOSX def2/J DEFGRID3
* xyz 0 1
C -0.981 0.201 0.333
C -0.240 1.327 0.130
S 1.459 1.238 -0.282
S 1.868 -0.619 0.373
C 0.334 -1.527 -0.467
N -0.771 -0.993 -0.307
H -1.997 0.409 0.771
H -0.424 2.299 0.495
H 0.752 -2.335 -1.047
*
```

No. 3
# C42H74BrF6N6O11

A cluster of 6 separate species, C42H74BrF6N6O11 in total in a non-equilibrium geometry (the ωB97M-V functional and the def2-TZVPD basis, the OMol25 dataset).

HOMO energy: -10.35 eV
Energy: -162553.809 eV

```
! wB97M-V def2-TZVPD RIJCOSX def2/J DEFGRID3
* xyz 1 1
C -3.754 -4.342 -0.618
N -2.368 -4.257 -1.074
C -2.199 -3.488 -2.299
C -1.009 -3.886 -3.191
C -1.427 -5.072 -4.081
C -2.242 -6.155 -3.421
O -1.447 -6.875 -2.472
C -2.169 -7.513 -1.503
C -3.149 -8.565 -1.929
O -1.968 -7.239 -0.343
N -0.812 -2.751 -4.178
C -1.990 -2.033 -4.683
C 0.250 -2.007 -3.791
N 0.873 -1.098 -4.496
N 0.494 -0.755 -5.807
C 2.064 -0.396 -4.030
C 1.891 1.097 -3.723
O 2.821 1.701 -3.234
Br 0.239 1.992 -4.189
N 0.663 -2.473 -2.579
C 1.069 -1.712 -1.479
O 2.030 -1.989 -0.797
C 0.279 -0.444 -1.104
F 1.141 0.559 -0.995
F -0.562 -0.129 -2.122
C -0.632 -0.565 0.136
F -1.391 0.537 0.125
F -1.453 -1.591 -0.084
C 0.067 -0.670 1.523
F -0.425 0.295 2.320
F 1.375 -0.494 1.444
C -0.224 -2.012 2.239
O 0.701 -2.680 2.651
O -1.521 -2.323 2.393
C 0.435 -3.948 -2.556
C 0.673 -4.655 -1.250
N 0.319 -3.940 -0.008
C 1.476 -4.461 -3.638
C 2.211 -5.817 -3.523
C 3.504 -5.763 -2.705
C 1.434 -7.088 -3.237
H -3.796 -4.276 0.457
H -4.328 -3.542 -1.062
H -4.211 -5.275 -0.945
H -1.920 -5.157 -1.089
H -3.092 -3.662 -2.898
H -2.143 -2.444 -2.016
H -0.586 -5.557 -4.551
H -2.034 -4.741 -4.912
H -3.147 -5.797 -2.943
H -2.566 -6.841 -4.200
H -2.734 -9.159 -2.734
H -4.106 -8.150 -2.215
H -3.311 -9.201 -1.075
H -1.810 -1.530 -5.617
H -2.805 -2.704 -4.877
H -2.290 -1.266 -3.980
H 0.270 -1.611 -6.300
H -0.318 -0.152 -5.772
H 2.561 -0.901 -3.217
H 2.752 -0.400 -4.864
H -1.741 -3.123 1.909
H 1.693 -4.992 -1.163
H 0.089 -5.562 -1.305
H 1.189 -3.638 0.413
H -0.034 -4.627 0.644
H 2.270 -3.729 -3.646
H 1.040 -4.427 -4.625
H 2.581 -5.983 -4.531
H 3.923 -4.766 -2.679
H 3.370 -6.169 -1.710
H 4.240 -6.397 -3.179
H 0.573 -7.230 -3.869
H 1.191 -7.225 -2.195
H 2.102 -7.910 -3.470
C -3.582 -1.454 6.498
C -2.751 -1.730 5.248
C -2.734 -3.251 5.220
O -3.961 -3.685 5.806
C -4.609 -2.577 6.441
H -4.037 -0.466 6.516
H -2.960 -1.558 7.391
H -3.265 -1.344 4.365
H -1.753 -1.294 5.278
H -1.909 -3.651 5.820
H -2.652 -3.652 4.212
H -5.476 -2.291 5.836
H -4.961 -2.882 7.427
C 1.704 4.764 -1.115
C 0.575 3.934 -0.513
C -0.387 5.013 -0.034
O -0.227 6.118 -0.926
C 0.934 5.920 -1.736
H 2.313 4.223 -1.839
H 2.362 5.130 -0.323
H 0.103 3.331 -1.293
H 0.897 3.267 0.286
H -0.136 5.345 0.979
H -1.428 4.689 -0.043
H 0.606 5.678 -2.753
H 1.513 6.844 -1.771
C -1.306 -4.078 8.845
C -0.274 -3.097 9.393
C -1.020 -2.495 10.575
O -1.896 -3.513 11.062
C -1.958 -4.588 10.122
H -0.877 -4.876 8.241
H -2.040 -3.546 8.235
H 0.609 -3.639 9.740
H 0.050 -2.348 8.671
H -1.627 -1.636 10.266
H -0.356 -2.177 11.379
H -1.407 -5.440 10.535
H -2.997 -4.885 9.979
C 4.598 10.336 -1.367
C 4.003 8.967 -1.058
C 4.148 8.260 -2.399
O 5.309 8.804 -3.024
C 5.733 9.974 -2.314
H 4.938 10.876 -0.485
H 3.861 10.954 -1.878
H 4.603 8.458 -0.298
H 2.971 9.005 -0.707
H 3.285 8.457 -3.047
H 4.265 7.179 -2.296
H 6.649 9.730 -1.764
H 5.960 10.766 -3.027
C 0.591 12.863 0.756
C 0.069 11.815 -0.222
C 0.943 12.068 -1.442
O 2.200 12.544 -0.950
C 2.079 12.866 0.439
H 0.382 12.634 1.799
H 0.155 13.838 0.526
H 0.253 10.812 0.172
H -0.994 11.904 -0.438
H 0.511 12.840 -2.088
H 1.107 11.169 -2.039
H 2.609 12.100 1.018
H 2.552 13.830 0.627
*
```

No. 4
# C5H5NO

An isolated molecule of C5H5NO in a non-equilibrium geometry (the ωB97M-V functional and the def2-TZVPD basis, the OMol25 dataset).

HOMO energy: -10.35 eV
Structure (SMILES): N#C[C@@H]1C[C@@H]1C=O
Energy above the lowest of the compared OMol25 structures with the same formula, charge and spin: 129.9 kJ/mol
Energy: -8802.073 eV

```
! wB97M-V def2-TZVPD RIJCOSX def2/J DEFGRID3
* xyz 0 1
N -1.175 2.417 0.883
C -0.526 1.712 0.234
C 0.281 0.815 -0.566
C -0.347 -0.413 -1.153
C 0.615 -0.565 -0.012
C 0.093 -0.925 1.339
O 0.789 -1.380 2.212
H 1.064 1.311 -1.132
H -1.403 -0.573 -0.949
H -0.016 -0.721 -2.139
H 1.618 -0.929 -0.212
H -0.993 -0.749 1.495
*
```

No. 5
# C5H13N3O

A cluster of 2 separate species, C5H13N3O in total in a non-equilibrium geometry (the ωB97M-V functional and the def2-TZVPD basis, the OMol25 dataset).

HOMO energy: -8.50 eV
Structure (SMILES): C=C(N)ON.NC1CC1
Energy above the lowest of the compared OMol25 structures with the same formula, charge and spin: 487.3 kJ/mol
Energy: -11909.566 eV

```
! wB97M-V def2-TZVPD RIJCOSX def2/J DEFGRID3
* xyz 0 1
C -2.715 -1.516 1.002
C -1.925 -0.464 1.178
N -0.910 -0.171 2.052
O -1.862 0.714 0.363
N -2.210 0.587 -1.008
H -2.640 -2.348 1.677
H -3.483 -1.532 0.251
H -1.024 -0.539 2.984
H -0.744 0.857 1.605
H -3.211 0.393 -1.037
H -1.687 -0.216 -1.378
N 1.274 -1.009 -0.314
C 1.494 0.242 -0.987
C 2.861 0.619 -1.458
C 2.209 1.408 -0.351
H 2.137 -1.330 0.116
H 0.667 -0.894 0.496
H 0.677 0.483 -1.657
H 2.980 1.078 -2.429
H 3.682 -0.037 -1.199
H 1.831 2.399 -0.556
H 2.600 1.276 0.649
*
```

No. 6
# C11H25BN2NbO3

A structure of composition C11H25BN2NbO3 in a non-equilibrium geometry (the ωB97M-V functional and the def2-TZVPD basis, the OMol25 dataset).

HOMO energy: -4.28 eV
Energy: -23158.546 eV

```
! wB97M-V def2-TZVPD RIJCOSX def2/J DEFGRID3
* xyz -1 1
C 1.652 1.294 -0.410
O 0.468 0.588 -0.094
B 0.518 -0.719 0.339
O 1.796 -1.283 0.333
Nb -1.397 -1.906 1.134
C -2.244 -0.856 -0.701
C -1.817 -1.450 -1.982
C -0.638 -0.800 -2.687
N -2.402 -2.478 -2.468
C -0.142 -2.275 2.978
C 0.096 -3.701 3.513
C -0.299 -4.869 2.613
O -0.563 -3.845 4.793
H 1.343 2.241 -0.864
H 2.230 1.510 0.495
H 2.269 0.741 -1.125
H 1.670 -2.240 0.424
H -0.498 -3.093 0.034
H -2.743 -3.199 1.240
H -2.142 -0.436 1.999
H -3.339 -0.861 -0.628
H -1.911 0.186 -0.642
H -0.560 0.263 -2.445
H 0.294 -1.273 -2.358
H -0.735 -0.914 -3.771
H -1.964 -2.743 -3.349
H 0.825 -1.761 2.914
H -0.694 -1.734 3.761
H 1.174 -3.808 3.708
H -0.020 -5.810 3.104
H 0.226 -4.824 1.656
H -1.377 -4.876 2.418
H -1.164 -4.604 4.733
N 0.430 5.142 -2.028
C 1.152 5.746 -3.019
C 1.979 6.668 -2.432
C 1.745 6.613 -1.030
C 0.784 5.661 -0.815
H -0.253 4.420 -2.165
H 1.021 5.469 -4.050
H 2.676 7.306 -2.949
H 2.228 7.202 -0.268
H 0.327 5.306 0.092
*
```

No. 7
# C35H45N10NaO4S

A structure of composition C35H45N10NaO4S (the ωB97M-V functional and the def2-TZVPD basis, the OMol25 dataset).

HOMO energy: -6.00 eV
Energy above the lowest of the compared OMol25 structures with the same formula, charge and spin: 117.9 kJ/mol
Energy: -75367.805 eV

```
! wB97M-V def2-TZVPD RIJCOSX def2/J DEFGRID3
* xyz 0 1
Na -0.006 -0.609 1.043
C 7.034 -0.139 -0.992
C 5.561 -0.349 -0.810
C 4.674 -0.285 -1.828
C 3.275 -0.555 -1.631
C 2.285 -0.434 -2.573
N 2.298 0.239 -3.734
C 3.131 1.414 -3.985
C 3.000 2.455 -2.872
C 1.797 3.384 -2.989
N 0.590 2.747 -3.527
C -0.660 2.894 -3.051
C -1.141 3.070 -1.776
C -2.517 3.499 -1.694
C -3.105 3.821 -0.526
C -4.513 4.321 -0.415
C -2.326 3.641 0.668
C -1.085 3.099 0.704
C -0.596 2.750 2.048
N 0.195 1.809 2.336
C 0.271 1.492 3.764
C 1.641 1.024 4.235
C 1.923 -0.456 3.976
N 2.125 -0.659 2.558
C 3.313 -0.866 2.187
C 3.750 -0.847 0.785
C 5.050 -0.592 0.512
C 2.781 -0.961 -0.315
O 1.621 -1.313 -0.117
C -0.381 2.769 -0.551
O 0.746 2.281 -0.580
H 7.292 -0.079 -2.049
H 7.609 -0.957 -0.555
H 7.368 0.782 -0.510
H 5.044 -0.101 -2.827
H 1.340 -0.901 -2.323
H 1.408 0.251 -4.199
H 2.821 1.814 -4.955
H 4.169 1.119 -4.114
H 3.900 3.074 -2.861
H 2.960 1.943 -1.911
H 2.020 4.224 -3.656
H 1.555 3.787 -2.011
H 0.615 2.655 -4.530
H -1.412 2.871 -3.836
H -3.066 3.613 -2.625
H -5.003 4.328 -1.388
H -4.547 5.337 -0.015
H -5.106 3.694 0.255
H -2.802 3.878 1.616
H -1.106 3.315 2.845
H -0.447 0.685 3.933
H -0.060 2.355 4.360
H 1.713 1.202 5.311
H 2.419 1.629 3.760
H 1.064 -1.057 4.286
H 2.802 -0.778 4.553
H 4.127 -0.967 2.922
H 5.750 -0.533 1.342
O -0.969 -2.608 -0.113
N 0.002 -3.406 -0.520
C 0.295 -3.398 -1.836
C 1.340 -4.105 -2.365
C 2.119 -4.868 -1.484
C 1.791 -4.893 -0.158
C 0.706 -4.159 0.388
S 0.281 -4.174 2.016
H -0.374 -2.774 -2.411
H 1.534 -4.064 -3.427
H 2.965 -5.437 -1.845
H 2.362 -5.478 0.550
N -2.821 -3.851 1.268
C -3.729 -3.545 2.185
N -4.933 -4.208 2.135
N -3.628 -2.627 3.127
C -2.473 -1.990 3.223
N -1.509 -1.373 3.389
H -3.047 -4.522 0.555
H -1.936 -3.326 1.105
H -4.927 -5.129 1.728
H -5.459 -4.133 2.991
C -3.522 -1.022 -1.086
N -4.018 -0.382 0.124
C -5.430 -0.434 0.458
C -3.129 0.264 0.906
C -3.672 0.978 2.121
O -1.933 0.311 0.624
H -3.318 -0.277 -1.862
H -4.283 -1.711 -1.451
H -2.611 -1.579 -0.866
H -5.942 -1.026 -0.296
H -5.885 0.560 0.470
H -5.591 -0.909 1.428
H -4.373 1.761 1.822
H -2.837 1.413 2.660
H -4.203 0.294 2.783
*
```

No. 8
# C6H10O2

A structure of composition C6H10O2 in a non-equilibrium geometry (the ωB97M-V functional and the def2-TZVPD basis, the OMol25 dataset).

HOMO energy: -9.88 eV
Energy above the lowest of the compared OMol25 structures with the same formula, charge and spin: 589.2 kJ/mol
Energy: -10473.063 eV

```
! wB97M-V def2-TZVPD RIJCOSX def2/J DEFGRID3
* xyz 0 1
C -2.039 -0.338 -0.794
C -0.675 -0.920 -0.183
C -0.121 -0.719 1.192
C 0.459 0.079 0.140
C 0.281 1.610 0.271
C 1.790 -0.434 -0.221
H -2.926 0.212 -0.102
H -1.691 0.632 -1.748
H -2.547 -1.445 -1.355
H -0.555 -1.826 -0.754
H -0.805 0.037 1.773
H 0.195 -1.716 1.612
H -0.307 2.169 -0.754
H -0.574 1.471 1.328
H 1.298 2.219 0.681
H 3.611 0.236 -0.375
O 2.624 0.463 -0.639
O 1.981 -1.729 -0.071
*
```

No. 9
# C5H12N4

An isolated molecule of C5H12N4 in a non-equilibrium geometry (the ωB97M-V functional and the def2-TZVPD basis, the OMol25 dataset).

HOMO energy: -8.09 eV
Structure (SMILES): [H]/N=C(\C/N=C(/C)N)NC
Energy above the lowest of the compared OMol25 structures with the same formula, charge and spin: 234.2 kJ/mol
Energy: -11337.794 eV

```
! wB97M-V def2-TZVPD RIJCOSX def2/J DEFGRID3
* xyz 0 1
H -1.072 -0.801 3.254
N -1.421 -1.040 2.325
C -0.581 -0.741 1.390
C 0.809 -0.244 1.678
N 1.307 -0.651 0.356
C 0.995 0.149 -0.669
C 1.523 -0.373 -1.994
N 0.888 1.534 -0.592
N -1.102 -0.565 0.016
C -2.273 0.216 -0.301
H 0.869 0.816 1.935
H 1.292 -0.851 2.446
H 2.603 -0.220 -2.041
H 1.332 -1.446 -2.078
H 1.059 0.160 -2.830
H 1.107 1.966 0.295
H 1.177 2.076 -1.396
H -0.747 -1.249 -0.642
H -3.131 -0.087 0.304
H -2.067 1.272 -0.112
H -2.566 0.078 -1.345
*
```

No. 10
# C9H14N3O3

A structure of composition C9H14N3O3 in a non-equilibrium geometry (the ωB97M-V functional and the def2-TZVPD basis, the OMol25 dataset).

HOMO energy: -14.25 eV
Energy above the lowest of the compared OMol25 structures with the same formula, charge and spin: 142.2 kJ/mol
Energy: -20163.038 eV

```
! wB97M-V def2-TZVPD RIJCOSX def2/J DEFGRID3
* xyz 1 1
C 0.258 1.289 -2.104
C -0.812 0.489 -1.644
C 1.645 1.171 -1.607
C 1.868 -0.204 -0.964
C -0.742 0.810 1.329
C 0.889 -0.605 0.158
C 0.744 0.404 1.335
C -0.540 -0.852 -0.313
C -1.722 -1.396 1.796
N -0.271 2.126 -2.957
N -1.924 0.856 -2.197
N -1.454 -0.363 0.776
O -1.580 1.859 -3.010
O 1.013 -0.216 2.564
O -0.923 -2.058 -0.770
H 2.348 1.314 -2.427
H 1.829 1.977 -0.893
H 1.805 -0.962 -1.747
H 2.880 -0.235 -0.561
H -1.081 1.024 2.342
H -0.910 1.678 0.693
H 1.266 -1.542 0.590
H 1.376 1.285 1.193
H -2.481 -1.038 2.488
H -2.084 -2.300 1.308
H -0.808 -1.605 2.350
H -2.348 -0.102 0.347
H 1.941 -0.133 2.806
H -0.182 -2.672 -0.882
*
```

Going through the records in order, we get orbital gap values of 8.33 8.23 6.68 11.05 9.49 6.92 5.63 10.38 8.89 11.43 eV.